(1)
Below is a cluster of 10 separate species, C48H126N10O14 in total in a non-equilibrium geometry, with properties calculated with ωB97M-V/def2-TZVPD.

XYZ file:
```
198
Properties=species:S:1:pos:R:3:forces:R:3:mulliken_charge:R:1
C -4.511339 -0.421118 3.977703 0.3 0.3 -1.0 -0.43
O -5.415479 -0.849448 2.974903 0.1 -0.6 -0.2 -0.17
C -6.774229 -0.456818 3.169153 0.9 -0.7 -0.3 -0.73
C -7.633669 -0.976488 2.006783 2.1 0.2 -2.8 0.65
C -7.352169 -0.290338 0.599563 1.1 -0.6 -0.3 -1.28
N -8.997209 -0.843578 2.185923 -2.6 0.2 2.0 -0.63
H -3.524929 -0.732188 3.633713 0.1 0.0 -0.1 0.09
H -4.608029 -0.828398 4.984123 -0.7 -0.1 0.1 0.35
H -4.513629 0.668852 3.985993 0.0 0.2 0.4 0.06
H -7.039289 -0.896028 4.130883 -0.8 0.2 0.1 0.37
H -6.770139 0.632762 3.199163 -0.5 0.3 0.1 0.33
H -7.539749 -2.041168 1.792943 1.2 -0.2 0.5 0.11
H -6.316309 -0.049468 0.360623 0.2 0.4 0.4 0.04
H -8.009689 0.531892 0.317253 0.1 0.5 0.8 0.39
H -7.564319 -0.969248 -0.226377 -0.2 -0.7 0.2 0.41
H -9.185539 -0.052688 2.785183 -0.8 0.2 -0.5 0.23
H -9.456559 -0.849088 1.286443 -0.4 0.4 0.4 0.25
C -1.695099 3.897812 -6.619357 0.2 0.1 0.8 -0.75
O -2.616819 3.087042 -5.901777 -0.2 0.2 -0.5 -0.38
C -2.148339 2.367672 -4.791117 -0.9 -0.7 0.7 -0.23
C -3.351039 1.549852 -4.198247 -0.6 -0.2 1.2 0.38
C -4.491899 2.370232 -3.493707 1.1 0.0 -0.1 -1.41
N -2.942659 0.525332 -3.218597 0.3 -0.4 0.3 -0.15
H -0.748389 3.377442 -6.764507 0.1 0.0 0.0 0.30
H -1.525519 4.826722 -6.074877 0.3 0.1 0.3 0.30
H -2.061339 4.226732 -7.591867 -0.5 -0.6 0.1 0.26
H -1.305289 1.712312 -5.009887 -0.1 -0.6 -0.7 0.30
H -1.712139 2.938212 -3.971167 -0.3 0.9 0.1 0.13
H -3.905449 0.977162 -4.941717 0.5 0.3 -0.7 0.21
H -5.345659 1.732082 -3.265767 0.0 -0.1 -0.4 0.34
H -4.799959 3.250102 -4.058537 0.0 -0.2 -0.2 0.35
H -4.154729 2.724012 -2.519407 0.3 0.2 0.1 0.31
H -2.075169 0.025202 -3.350617 0.0 0.1 -0.6 -0.36
H -2.959259 0.715922 -2.226877 -0.2 0.8 -0.2 -0.02
C -7.708559 -3.414938 -4.318957 0.7 -1.9 1.9 -0.79
O -7.131119 -3.060798 -3.045257 0.9 0.6 0.1 -0.31
C -6.453849 -4.089398 -2.223857 -0.4 1.0 -1.9 -0.60
C -4.986489 -4.376348 -2.739427 1.5 1.4 0.5 0.33
C -4.191029 -5.430688 -1.962647 -2.3 -0.7 0.0 -0.72
N -4.172969 -3.139698 -2.791147 -0.9 -0.1 -0.2 -0.33
H -8.578269 -2.785628 -4.507857 0.5 0.1 -0.2 0.24
H -8.031269 -4.441518 -4.145507 -0.8 -0.3 -0.4 0.37
H -6.976139 -3.558808 -5.113277 0.0 0.9 -0.2 0.28
H -6.458659 -3.615088 -1.242477 0.3 -0.2 0.1 0.18
H -7.189939 -4.893238 -2.233987 0.5 -0.7 0.2 0.48
H -4.954659 -4.594728 -3.806857 -0.7 -0.8 0.0 0.36
H -3.156519 -5.661438 -2.216937 -0.6 0.4 -0.3 -0.45
H -4.887459 -6.241378 -2.176817 0.7 -1.2 0.3 0.40
H -4.252979 -5.313868 -0.880697 0.1 0.4 0.1 0.34
H -4.069709 -2.721668 -1.877527 0.0 0.1 0.3 0.10
H -4.804139 -2.539298 -3.302267 0.3 1.0 -0.1 0.21
C 7.491231 5.522222 -0.826067 2.2 0.1 -0.3 -0.81
O 6.530511 6.498192 -0.560107 -1.0 -1.6 0.2 -0.40
C 5.303741 5.807032 -0.322897 -1.9 1.5 0.2 0.28
C 4.274861 6.817792 0.271483 0.1 -0.4 -2.7 0.26
C 4.580481 7.221562 1.632263 1.1 -0.2 1.5 -1.30
N 2.867311 6.473122 0.090783 0.2 0.3 0.0 -0.48
H 7.342961 4.760122 -1.591137 -1.2 0.1 -0.3 0.34
H 7.787741 4.953522 0.055263 -0.1 0.1 0.4 0.26
H 8.371211 6.034732 -1.214757 0.2 0.2 0.3 0.32
H 4.849071 5.510192 -1.268017 0.3 -0.4 -0.3 0.36
H 5.317031 4.952812 0.354033 0.8 -0.3 0.1 -0.39
H 4.420381 7.653542 -0.412947 -0.1 0.5 0.1 0.39
H 3.681881 7.682342 2.042513 0.5 0.2 0.5 0.41
H 5.508241 7.792522 1.669413 -0.4 0.8 -0.1 0.38
H 4.943721 6.358742 2.190563 -0.8 -0.4 0.6 0.04
H 2.585091 6.589852 -0.871927 -0.2 -0.4 0.2 0.29
H 2.492201 5.654362 0.547983 0.2 -0.2 -0.2 -0.16
C 6.273951 3.281152 3.192573 -0.7 0.8 0.5 -0.35
O 5.571191 3.795202 4.325763 0.7 0.6 0.6 -0.42
C 4.219001 3.486982 4.614073 0.0 -1.1 -0.8 0.54
C 3.728511 4.045852 5.951743 2.7 2.5 0.8 0.14
C 4.442071 3.467132 7.229793 -0.5 0.5 -0.1 -1.37
N 2.305271 4.117052 6.121383 -0.1 -2.1 0.5 -0.64
H 5.937551 2.289312 2.890593 0.2 -0.2 0.3 0.30
H 7.334591 3.350062 3.434203 -0.1 -0.5 0.2 0.32
H 6.177551 3.944812 2.333303 -0.4 0.1 -0.2 -0.16
H 3.553281 3.795142 3.807873 -0.2 0.5 -0.1 -0.06
H 4.123681 2.401282 4.597593 -0.1 -0.6 0.2 0.01
H 4.094101 5.071072 6.009843 0.1 0.4 -0.5 0.30
H 5.478071 3.792992 7.322593 0.4 -0.6 -0.9 0.35
H 4.302711 2.396792 7.381633 0.2 -0.1 -0.1 0.24
H 4.103411 3.967782 8.136853 -0.9 0.0 -0.1 0.40
H 1.724121 4.523582 5.402293 0.6 0.3 -0.6 0.34
H 2.190811 3.121422 5.996023 -1.8 -0.5 0.4 0.14
C 2.976081 -2.779938 4.541613 1.1 0.6 -0.5 -0.80
O 2.524231 -1.542838 5.119423 -1.8 -1.7 -0.7 -0.20
C 1.199861 -1.785258 5.606863 0.4 -0.3 2.3 -0.63
C 0.661661 -0.601128 6.289613 -0.3 3.7 0.5 1.20
C 1.568861 -0.050548 7.463343 -0.5 -0.4 -1.1 -1.33
N -0.798329 -0.568428 6.542133 0.4 -0.1 0.7 -0.55
H 2.652941 -3.739208 4.945943 -0.3 0.4 1.0 0.38
H 4.060031 -2.721498 4.640303 0.0 -0.3 -0.4 0.29
H 2.676621 -2.876618 3.498023 0.1 0.4 -0.3 0.23
H 0.353901 -2.104288 4.998043 0.8 -0.6 -1.1 0.20
H 1.333951 -2.445338 6.463843 -0.2 -1.2 -0.3 0.39
H 0.847911 0.222592 5.600493 -0.5 0.2 -0.6 -0.49
H 2.014791 -0.844878 8.061913 -0.1 0.0 0.1 0.33
H 1.124251 0.732122 8.078043 -0.4 -0.3 0.0 0.43
H 2.342831 0.472252 6.901413 0.5 -0.2 0.4 0.23
H -1.411159 -1.020618 5.878763 0.4 -0.1 -0.4 0.17
H -1.087159 -0.897568 7.452273 0.3 -0.1 0.2 0.22
C -2.688609 0.180312 0.255703 1.5 0.2 0.1 -1.14
O -1.274309 0.211242 -0.186337 -1.6 -1.5 0.1 0.84
C -0.687939 -1.116758 -0.253527 0.7 1.1 -0.4 -0.86
C 0.771311 -0.998738 -0.762007 0.1 -0.2 0.9 -1.13
N 1.683681 -0.125318 -0.040627 -0.8 0.6 0.8 0.65
C 1.591501 -0.223358 1.419913 1.7 -0.5 0.4 -0.25
C 2.788451 0.506482 2.071663 -0.4 -0.8 0.1 -1.31
O 2.632321 1.871572 1.873693 0.9 2.2 -1.5 1.00
C 3.553591 2.523132 0.978453 1.2 -0.4 -0.5 -0.02
H -3.353739 -0.415438 -0.369417 0.2 0.2 -0.6 0.18
H -2.975069 1.229822 0.323383 -0.2 -0.1 -0.3 0.20
H -2.824399 -0.245898 1.249693 0.5 -0.1 0.3 0.25
H -1.128859 -1.834678 -0.945117 -0.8 0.3 -0.4 0.42
H -0.775229 -1.599588 0.719793 0.3 0.1 0.3 0.39
H 0.898551 -0.641678 -1.783977 -0.7 -0.4 -0.3 0.38
H 1.166991 -2.012288 -0.696727 0.1 -0.2 -0.2 0.11
H 1.322001 0.796022 -0.241667 0.3 0.5 0.0 -0.62
H 1.761471 -1.263138 1.699303 -0.4 -0.4 0.0 0.67
H 0.652741 0.140402 1.837643 -0.1 0.0 0.0 -0.31
H 3.733231 0.090802 1.721383 0.1 0.2 -0.7 0.36
H 2.891091 0.346822 3.145003 -0.7 -0.2 0.3 0.28
H 4.533001 2.681032 1.430023 -0.2 0.2 0.5 -0.26
H 3.282261 3.454322 0.481083 -1.1 0.3 1.1 -0.52
H 3.852711 2.005102 0.067263 -0.6 -1.2 0.0 0.28
C 4.892941 -1.206438 -1.015337 -0.5 -1.4 -1.4 -0.45
O 5.046941 -2.370948 -1.860197 1.2 -0.1 0.8 -0.56
C 3.922561 -2.808428 -2.608527 0.9 -0.6 2.0 0.26
C 3.999621 -2.256508 -3.965767 -0.4 0.5 -1.6 -0.45
N 4.689211 -3.109158 -4.957807 0.6 1.0 0.9 -0.53
C 3.997041 -4.348728 -5.207137 0.5 1.3 -0.4 0.98
C 3.593441 -4.333028 -6.676777 -1.1 -2.1 0.9 -0.89
O 2.539021 -3.505568 -7.014927 -1.1 0.8 0.4 -0.12
C 2.086241 -3.805518 -8.312787 -1.0 1.3 0.1 -0.88
H 5.823101 -0.975498 -0.496147 0.0 -0.6 0.1 0.34
H 4.075011 -1.514478 -0.364037 -0.1 1.1 0.4 0.18
H 4.711061 -0.354658 -1.670697 -0.6 0.3 0.3 0.21
H 2.995361 -2.710758 -2.043847 -0.4 1.1 -0.2 -0.26
H 3.950151 -3.897758 -2.582177 0.6 -0.3 -0.4 0.34
H 4.564431 -1.324358 -3.979457 -0.2 0.1 0.4 0.43
H 2.978391 -2.041998 -4.280677 -0.3 0.1 -0.4 0.01
H 4.657881 -2.553548 -5.800667 0.3 -0.1 -0.1 0.32
H 3.259511 -4.356858 -4.404597 -1.1 -0.7 -0.9 -0.93
H 4.610421 -5.232748 -5.032887 0.3 0.0 -0.1 0.28
H 3.186921 -5.338698 -6.783867 0.5 -0.6 -0.8 0.47
H 4.394621 -4.103948 -7.379437 0.7 -0.5 0.3 0.37
H 1.967951 -4.868948 -8.520697 0.7 -0.1 -0.1 0.38
H 2.654751 -3.195758 -9.014987 0.4 -0.7 -0.5 0.34
H 1.075081 -3.414008 -8.424077 -0.2 0.2 0.3 0.21
C -1.178199 -6.272048 1.139313 0.6 -0.4 0.2 -0.41
O -0.372089 -7.281038 0.513563 -0.7 0.0 1.6 -0.43
C -0.869109 -7.635518 -0.736287 -0.4 1.0 -0.5 -0.52
C -0.205829 -6.725128 -1.751567 0.4 -0.8 -1.6 -0.79
N -0.875849 -5.479648 -2.123307 0.6 0.7 0.0 0.01
C 0.088691 -4.482198 -2.660767 -0.6 -0.1 -0.6 -0.99
C -0.547279 -3.540788 -3.721297 1.0 0.7 1.4 0.28
O 0.513171 -2.831768 -4.387077 -1.4 1.0 -1.1 -0.02
C -0.050469 -1.674518 -5.148587 2.0 -0.5 1.2 0.09
H -2.247679 -6.450458 1.027653 -0.1 -0.2 -0.2 0.25
H -0.969209 -5.284208 0.728703 0.1 0.1 0.0 0.05
H -0.961709 -6.315338 2.206723 0.2 0.2 -0.1 0.29
H -1.947279 -7.475518 -0.729607 -0.3 -0.1 -0.3 0.19
H -0.723389 -8.693158 -0.956007 0.5 0.0 0.2 0.36
H -0.086239 -7.255908 -2.696067 0.2 -0.6 -0.2 0.51
H 0.825291 -6.564538 -1.436757 -0.1 0.3 0.3 0.41
H -1.510799 -5.722898 -2.870147 0.0 0.1 -0.1 0.34
H 0.961071 -4.886558 -3.174147 0.2 -0.6 0.1 0.51
H 0.454161 -3.929528 -1.795267 0.1 0.3 -0.2 -0.06
H -1.088569 -2.805118 -3.126407 -0.7 0.1 -0.4 -0.35
H -1.198399 -4.039358 -4.439347 -0.1 -0.2 0.1 0.44
H -0.675409 -1.093128 -4.470697 -0.6 -0.3 -0.3 -0.44
H -0.417529 -1.871018 -6.155937 -0.7 -0.6 0.4 0.33
H 0.781731 -0.999478 -5.348297 0.4 -0.2 0.2 0.36
C 0.716721 3.030812 -1.306497 0.2 0.9 -0.5 -1.03
O 0.786121 3.389162 0.035643 0.6 -0.7 2.0 0.69
C -0.303639 4.078022 0.614003 -1.1 0.0 0.0 -0.44
C -0.038669 4.530232 2.101033 0.8 -0.6 -1.0 -0.95
N 0.357121 3.380132 2.920813 -1.0 0.6 0.4 0.28
C -0.732529 2.407422 3.178683 0.4 1.0 -1.1 1.21
C -1.914689 2.873882 4.045593 -0.6 0.7 0.8 -0.83
O -2.795109 3.963702 3.585783 -0.1 -1.5 -1.1 -0.39
C -3.936129 3.530542 2.806443 0.8 0.9 0.3 -0.36
H -0.202809 2.617372 -1.720787 -0.7 0.2 0.6 0.02
H 1.444851 2.245462 -1.509347 0.4 0.4 0.0 0.37
H 0.954471 3.980952 -1.784847 0.1 -0.3 -1.2 0.40
H -1.135809 3.374962 0.577883 -0.4 -0.1 0.2 -0.18
H -0.605179 4.875412 -0.065217 0.1 0.6 0.2 0.57
H -0.835269 5.096592 2.583513 -0.3 -0.2 -0.5 0.58
H 0.820521 5.200752 2.083873 0.1 0.1 0.0 0.31
H 1.074161 2.952752 2.352213 0.3 -0.7 0.4 -0.23
H -0.218499 1.504642 3.508633 -0.4 0.0 0.9 -0.01
H -1.146849 2.068562 2.229143 -0.5 -0.1 -0.4 -0.69
H -1.705449 3.307872 5.023323 1.0 -0.4 0.0 0.26
H -2.509389 1.988712 4.271203 -0.3 -0.1 -0.2 0.18
H -3.640009 3.004472 1.898883 0.1 -0.3 0.0 -0.01
H -4.453329 4.437962 2.494683 0.1 0.1 0.0 0.34
H -4.652139 2.954742 3.392863 0.2 -0.3 0.1 0.25
```
Forces are in eV/Å.

Properties
- 2S+1: 1
- E_tot: -95369.066 eV
- LUMO energy: 0.0074 Eh
- SMILES string: COC[C@H](C)N.COC[C@H](C)N.COC[C@H](C)N.COC[C@H](C)N.COC[C@H](C)N.COC[C@H](C)N.COCCNCCOC.COCCNCCOC.COCCNCCOC.COCCNCCOC
- Kohn-Sham gap: 0.315 Eh

=====

(2)
Below is the ion C6H8N with charge +1 in a non-equilibrium geometry, with properties calculated with ωB97M-V/def2-TZVPD.

XYZ file:
```
15
Properties=species:S:1:pos:R:3:forces:R:3:mulliken_spin:R:1
C -0.452721 -1.576638 2.913283 0.6 0.8 1.1 1.70
C -0.319005 -0.472470 2.294436 -0.8 -0.9 -3.1 0.04
C 1.352115 -0.368135 -0.647389 -2.4 0.1 2.0 0.05
C 0.006944 -0.203487 -0.421640 2.3 -0.5 0.5 -0.02
C -0.655256 0.057814 0.912618 -2.0 -0.2 -1.3 0.16
C -0.912654 -0.317631 -1.580276 0.0 1.4 0.8 0.00
N -0.132897 0.953975 1.996829 -5.2 -1.5 1.7 0.11
H 1.556822 -0.799579 -1.599041 0.8 0.2 -0.6 0.00
H 2.128796 -0.240929 0.128598 -0.5 -0.2 -0.6 0.00
H -1.826692 0.272551 0.797970 2.7 -0.4 0.3 -0.02
H -1.759971 -0.903856 -1.514141 -1.5 -2.0 0.7 0.00
H -1.382185 0.623414 -1.754821 -0.1 1.3 -0.2 0.00
H -0.408762 -0.570434 -2.453249 1.0 -0.5 -1.5 0.00
H -0.937495 1.470201 2.366120 0.3 0.2 0.1 -0.01
H 0.641702 1.419466 2.232047 4.7 2.0 0.2 0.00
```
Forces are in eV/Å.

Properties
- 2S+1: 3
- Charge: +1
- ⟨S²⟩: 2.05
- E_tot: -7825.272 eV
- LUMO energy (spin up / spin down): -0.1476 / -0.2820 Eh
- Kohn-Sham gap (spin up / spin down): 0.346 / 0.223 Eh

=====

Sequential ΔE to the lowest compared entry with this formula, charge and spin output: 9.942; 4.729 eV